{
  "formula": "C43H77BrO2",
  "method": "ωB97M-V/def2-TZVPD",
  "lumo_energy_ev": -1.1,
  "homo_energy_ev": -9.68,
  "charge": 0,
  "smiles": "CCCCCCCCCCCCC1=C([C@@H](Br)CC)C(=O)c2ccccc2C1=O.CCCCCC.CCCCCC.CCCCCC",
  "relative_energy_kj_mol": 0.0,
  "species": ["C", "C", "C", "C", "C", "C", "C", "C", "C", "C", "C", "C", "C", "C", "C", "Br", "C", "C", "C", "O", "C", "C", "C", "C", "C", "C", "C", "O", "H", "H", "H", "H", "H", "H", "H", "H", "H", "H", "H", "H", "H", "H", "H", "H", "H", "H", "H", "H", "H", "H", "H", "H", "H", "H", "H", "H", "H", "H", "H", "H", "H", "H", "H", "C", "C", "C", "C", "C", "C", "H", "H", "H", "H", "H", "H", "H", "H", "H", "H", "H", "H", "H", "H", "C", "C", "C", "C", "C", "C", "H", "H", "H", "H", "H", "H", "H", "H", "H", "H", "H", "H", "H", "H", "C", "C", "C", "C", "C", "C", "H", "H", "H", "H", "H", "H", "H", "H", "H", "H", "H", "H", "H", "H"],
  "coordinates": [[-5.559341, -1.798439, 3.886715], [-5.567869, -0.789072, 2.737596], [-6.677081, -1.030813, 1.719760], [-7.026391, 0.234054, 0.930904], [-7.771483, -0.054668, -0.366410], [-7.785455, 1.186383, -1.304861], [-7.466545, 0.869254, -2.772242], [-6.191044, 1.587733, -3.273729], [-5.098203, 0.620780, -3.684002], [-4.668817, -0.306743, -2.524706], [-3.173416, -0.305576, -2.234516], [-2.839604, -0.678154, -0.759139], [-2.247534, 0.439050, 0.042147], [-0.979807, 0.482088, 0.492577], [-0.002346, -0.629527, 0.195632], [0.318521, -0.818346, -1.737613], [1.343966, -0.600812, 0.933798], [2.462000, 0.231717, 0.301067], [-0.589824, 1.651305, 1.338254], [0.514851, 2.124766, 1.351721], [-1.663720, 2.234772, 2.175886], [-1.405288, 2.850535, 3.399765], [-2.468669, 3.397675, 4.124046], [-3.778539, 3.355781, 3.633829], [-4.037107, 2.751037, 2.402226], [-2.967350, 2.196498, 1.693706], [-3.196822, 1.539460, 0.387607], [-4.114878, 1.848153, -0.322785], [-5.062499, -2.718567, 3.589116], [-6.571803, -2.066219, 4.177264], [-5.033107, -1.393678, 4.745122], [-4.596750, -0.827025, 2.241624], [-5.671409, 0.216065, 3.145288], [-6.374258, -1.791582, 1.002064], [-7.557913, -1.387500, 2.251184], [-6.098548, 0.764862, 0.715130], [-7.650089, 0.880023, 1.550595], [-8.802213, -0.335065, -0.164400], [-7.261071, -0.861474, -0.885922], [-7.045561, 1.874349, -0.902571], [-8.738086, 1.702656, -1.213934], [-8.321205, 1.122031, -3.395731], [-7.317704, -0.200709, -2.902738], [-5.851149, 2.255077, -2.487898], [-6.440508, 2.228131, -4.120115], [-4.245166, 1.196839, -4.043355], [-5.452932, 0.039477, -4.533998], [-4.998317, -1.313099, -2.781372], [-5.209520, 0.003738, -1.636610], [-2.633028, -0.970117, -2.899228], [-2.810916, 0.703385, -2.411201], [-2.205626, -1.554899, -0.730244], [-3.777261, -0.935539, -0.263291], [-0.482545, -1.562370, 0.467795], [1.704881, -1.626819, 0.972849], [1.194560, -0.289218, 1.963056], [3.035488, -0.360305, -0.403257], [2.084602, 1.124595, -0.177518], [3.159949, 0.568807, 1.064615], [-0.397285, 2.901412, 3.781867], [-2.298742, 3.879114, 5.075283], [-4.601665, 3.781457, 4.186191], [-5.022067, 2.683621, 1.967739], [2.253457, 4.235727, 3.253714], [2.625039, 4.691414, 1.848169], [3.727412, 3.843560, 1.222558], [5.071662, 3.875012, 1.951237], [5.684736, 5.264583, 2.112048], [5.998253, 5.945186, 0.782682], [3.084741, 4.339902, 3.953857], [1.420779, 4.825546, 3.643163], [1.946739, 3.189050, 3.237328], [2.905209, 5.748943, 1.859866], [1.739596, 4.616260, 1.212950], [3.868353, 4.159079, 0.184242], [3.382923, 2.806809, 1.174607], [5.775810, 3.238666, 1.404773], [4.962360, 3.418886, 2.939590], [6.610643, 5.169201, 2.685850], [5.024677, 5.902935, 2.705514], [6.684247, 5.337964, 0.188111], [6.467067, 6.916681, 0.946045], [5.096186, 6.111830, 0.192208], [7.330060, -2.706545, -1.559147], [6.673107, -1.780723, -2.579073], [7.469958, -0.504770, -2.846248], [7.657884, 0.402475, -1.629288], [6.360485, 0.854930, -0.962516], [5.462398, 1.685237, -1.874841], [7.418219, -2.231854, -0.580767], [6.743312, -3.617149, -1.429388], [8.330604, -2.996998, -1.886026], [5.661201, -1.531030, -2.248087], [6.558790, -2.320187, -3.522940], [6.980666, 0.055727, -3.647695], [8.457660, -0.776954, -3.231734], [8.225342, 1.285605, -1.939477], [8.279286, -0.105980, -0.886586], [6.615350, 1.451100, -0.081857], [5.804745, -0.010797, -0.591045], [5.983149, 2.577766, -2.228392], [4.568528, 2.006693, -1.336904], [5.134431, 1.114879, -2.745281], [3.127156, -7.000351, -1.245846], [1.643399, -7.174541, -1.557720], [0.995585, -5.923772, -2.149494], [1.014096, -4.695903, -1.238345], [0.347315, -4.887028, 0.122493], [-1.141959, -5.207213, 0.028595], [3.294083, -6.226541, -0.495016], [3.552766, -7.927730, -0.860074], [3.682994, -6.725490, -2.144558], [1.112795, -7.482497, -0.652477], [1.526790, -7.994531, -2.271108], [-0.036236, -6.157265, -2.427430], [1.505705, -5.667984, -3.083337], [0.518941, -3.870643, -1.756401], [2.047816, -4.373000, -1.082864], [0.472320, -3.963978, 0.698338], [0.857841, -5.668897, 0.691172], [-1.675475, -4.417863, -0.506848], [-1.583493, -5.295673, 1.022568], [-1.320246, -6.148109, -0.493498]],
  "atomic_forces_ev_per_a": [[0.11, 0.05, -0.32], [-0.08, -0.22, 0.20], [0.05, 0.43, -0.04], [-0.22, -0.50, 0.16], [0.15, 0.93, -0.32], [-0.01, -0.57, 0.48], [0.18, 0.33, 0.01], [-0.62, 0.06, -0.25], [0.26, 0.07, 0.15], [-0.20, -0.04, -0.63], [-0.09, 0.37, 0.54], [-0.30, 0.08, -0.39], [0.22, -0.38, 0.01], [-0.31, -0.06, -0.27], [0.50, 0.19, 0.44], [0.02, 0.05, -0.04], [0.34, -0.04, -0.44], [0.07, 0.03, 0.27], [-0.33, -0.12, -0.09], [0.79, 0.12, 0.09], [-0.56, 0.31, 0.53], [-0.48, 0.14, -0.03], [-0.21, -0.09, -0.34], [0.26, -0.39, -0.58], [0.83, 0.04, 0.12], [-0.30, 0.17, 0.31], [0.59, -0.05, 0.60], [-0.73, 0.03, -0.56], [0.05, -0.15, -0.01], [-0.13, 0.08, 0.17], [0.07, -0.05, 0.19], [0.12, 0.18, -0.10], [-0.05, 0.15, 0.04], [0.00, -0.30, 0.03], [-0.17, -0.18, -0.07], [0.03, 0.12, -0.14], [0.13, 0.23, 0.13], [-0.04, -0.42, 0.08], [-0.08, -0.28, -0.03], [0.14, 0.19, -0.13], [-0.16, 0.03, -0.03], [-0.03, 0.08, -0.13], [-0.09, -0.18, 0.08], [0.30, 0.05, 0.10], [0.02, 0.05, -0.12], [0.16, -0.01, -0.03], [0.01, -0.12, -0.10], [-0.01, -0.23, 0.28], [0.00, -0.01, 0.20], [0.08, -0.06, -0.17], [0.20, 0.10, -0.13], [0.10, -0.11, 0.07], [-0.11, -0.14, 0.06], [-0.19, -0.13, -0.10], [-0.10, -0.20, 0.09], [-0.26, 0.07, 0.15], [-0.02, -0.03, -0.27], [-0.05, 0.10, -0.20], [0.04, -0.05, 0.16], [0.10, 0.01, -0.02], [0.17, -0.02, 0.08], [0.03, 0.07, 0.18], [-0.16, 0.10, 0.05], [-0.02, 0.12, 0.05], [-0.08, -0.08, 0.03], [0.08, 0.02, -0.13], [-0.04, -0.01, 0.05], [0.10, -0.03, -0.07], [-0.03, 0.05, 0.09], [0.01, 0.00, -0.01], [0.00, -0.02, 0.03], [0.03, -0.03, 0.01], [0.05, -0.01, 0.00], [-0.01, 0.02, 0.00], [0.03, -0.01, 0.00], [-0.03, 0.04, 0.00], [0.01, 0.01, 0.00], [-0.01, 0.00, 0.00], [-0.01, 0.02, 0.03], [-0.02, -0.01, 0.00], [-0.02, -0.01, -0.02], [0.01, 0.00, -0.03], [0.00, -0.01, -0.02], [-0.11, 0.01, -0.02], [0.09, -0.06, 0.00], [-0.03, 0.03, -0.03], [0.03, -0.05, 0.03], [0.03, 0.12, -0.04], [-0.07, -0.08, 0.14], [0.02, 0.00, 0.00], [0.02, -0.02, 0.01], [0.02, 0.02, 0.02], [-0.01, 0.02, -0.01], [-0.03, 0.01, 0.00], [0.00, 0.01, 0.01], [0.00, -0.02, 0.00], [-0.01, 0.01, 0.01], [0.00, -0.01, -0.01], [-0.01, -0.03, 0.02], [0.01, -0.01, 0.01], [0.00, -0.01, -0.03], [-0.01, 0.04, -0.04], [0.00, 0.02, -0.02], [-0.07, -0.07, 0.05], [0.09, 0.02, -0.06], [-0.07, -0.03, 0.03], [0.07, 0.01, 0.00], [-0.09, 0.06, -0.05], [0.07, -0.01, 0.10], [0.01, 0.01, -0.01], [0.03, 0.01, -0.01], [0.01, 0.03, 0.00], [-0.02, 0.01, 0.00], [-0.02, -0.01, 0.02], [0.00, 0.01, 0.00], [0.01, -0.01, 0.00], [0.01, 0.02, -0.01], [0.00, 0.01, -0.02], [0.04, -0.02, 0.03], [0.01, 0.00, 0.00], [-0.01, -0.01, -0.04], [-0.03, 0.00, -0.02], [-0.01, 0.01, -0.02]]
}